The following is a quantum chemistry calculation of a 14-piece molecular cluster, C60H153N13O4 overall in a non-equilibrium geometry, from OMol25.

Element x y z (Å)
N1 4.95792 -0.87041 -2.74236
H1 4.43820 -0.79036 -3.61594
H2 5.50854 -1.71387 -2.57686
H3 4.32080 -0.67618 -1.93972
H4 5.67728 -0.14643 -2.79237
N2 5.81470 2.69680 -0.88299
H5 4.83486 2.64307 -1.16381
H6 6.41599 2.40019 -1.65729
H7 6.08035 2.13240 -0.04482
H8 6.21945 3.61594 -0.68786
N3 0.98305 -3.03308 -3.21710
H9 0.18958 -2.59222 -3.76979
H10 0.80454 -3.98020 -2.82123
H11 1.23711 -2.40140 -2.43686
H12 1.87166 -3.07512 -3.70982
N4 -1.97250 3.22126 0.93348
H13 -1.69246 2.29695 0.54779
H14 -1.59603 3.37427 1.87771
H15 -3.01413 3.39178 0.92984
H16 -1.56692 3.86208 0.24700
C1 0.43090 -0.32531 -0.91460
C2 1.87236 -0.40123 -1.10918
C3 2.68033 0.93763 -0.88231
O1 3.90325 0.75716 -0.68856
C4 1.94594 2.13389 -0.95722
C5 0.55672 2.18026 -1.01046
C6 -0.21922 0.89850 -0.80024
O2 -1.46710 0.88496 -0.57784
O3 -0.03048 3.27923 -1.11319
O4 2.42002 -1.46435 -1.42827
H17 0.01937 -1.31747 -0.80374
H18 2.52982 3.04216 -1.07616
C7 -5.01873 2.59326 -1.29381
C8 -4.92824 4.03921 -0.83099
N5 -4.63954 4.12717 0.61529
C9 -5.79511 3.58790 1.38699
C10 -5.58733 3.48732 2.89949
C11 -4.50234 5.55675 0.98826
C12 -3.35415 6.27828 0.28183
H19 -4.87004 2.58454 -2.37933
H20 -5.93666 2.04057 -1.09654
H21 -4.21943 1.90968 -0.99420
H22 -4.06807 4.43046 -1.37175
H23 -5.82608 4.59588 -1.12054
H24 -6.58812 4.32198 1.19520
H25 -6.02406 2.61400 0.96791
H26 -4.63752 2.98996 3.10952
H27 -5.56462 4.46707 3.37653
H28 -6.43343 2.93767 3.30473
H29 -4.27052 5.64983 2.04876
H30 -5.42370 6.08599 0.71339
H31 -3.24273 7.31018 0.62254
H32 -3.40452 6.32450 -0.80205
H33 -2.42683 5.83297 0.65254
C13 -2.87768 -4.44460 4.52875
C14 -2.62934 -4.83117 3.06468
N6 -2.68749 -3.63405 2.20113
C15 -1.36678 -3.02851 2.17142
C16 -1.40885 -1.64282 1.56764
C17 -3.28137 -3.95058 0.89116
C18 -2.35035 -4.73250 -0.03113
H34 -2.95338 -5.32674 5.16277
H35 -3.75512 -3.80216 4.54905
H36 -2.01762 -3.87604 4.88754
H37 -1.64689 -5.30744 2.94395
H38 -3.38666 -5.53562 2.71491
H39 -1.02917 -2.84720 3.19731
H40 -0.53946 -3.61902 1.74420
H41 -1.66901 -1.64497 0.51365
H42 -1.97336 -0.92409 2.16767
H43 -0.44024 -1.15533 1.75074
H44 -3.52263 -3.03635 0.35049
H45 -4.19837 -4.49631 1.10187
H46 -1.95485 -5.64515 0.42167
H47 -1.48691 -4.13020 -0.32037
H48 -2.77254 -5.02075 -0.99871
C19 -2.18629 5.53911 4.70879
C20 -0.77158 5.48210 4.09383
N7 -0.46883 4.30523 3.27850
C21 0.84738 4.52757 2.68040
C22 0.90912 5.38395 1.43558
C23 -0.39260 3.14733 4.19704
C24 -0.37050 1.76089 3.53220
H49 -2.60960 6.48470 5.03212
H50 -2.21058 4.86484 5.57032
H51 -2.89100 5.04506 4.03131
H52 -0.70046 6.41552 3.52923
H53 -0.01608 5.58091 4.88540
H54 1.59237 4.76957 3.44463
H55 1.11658 3.53009 2.29889
H56 0.85927 6.42414 1.76890
H57 1.88604 5.16009 1.00511
H58 0.14139 5.17731 0.69845
H59 -1.30765 3.11062 4.79176
H60 0.39866 3.23908 4.95119
H61 0.07203 1.04323 4.22075
H62 0.18624 1.79989 2.59313
H63 -1.39257 1.43693 3.33358
C25 0.53359 4.15881 -6.43485
C26 1.93504 4.82163 -6.33729
N8 2.46947 5.01556 -4.99959
C27 2.68749 3.76680 -4.28762
C28 3.52178 2.68702 -4.96080
C29 1.60718 5.91583 -4.24729
C30 2.21146 6.39759 -2.92089
H64 0.40853 3.73442 -7.42729
H65 -0.21436 4.90575 -6.17003
H66 0.43613 3.38010 -5.67427
H67 2.59562 4.14609 -6.88815
H68 1.83807 5.73551 -6.92398
H69 1.72440 3.32760 -3.99344
H70 3.19605 3.98235 -3.34434
H71 4.18235 2.07439 -4.34042
H72 4.12981 3.15196 -5.74380
H73 2.94856 1.94197 -5.52235
H74 1.41706 6.80707 -4.85186
H75 0.58010 5.59110 -4.03547
H76 3.28108 6.60928 -2.95471
H77 1.73856 7.29928 -2.53009
H78 2.03388 5.64149 -2.14914
C31 4.76459 -4.40196 4.90917
C32 3.65743 -3.38730 5.05186
N9 2.42694 -3.56107 4.28851
C33 2.63410 -3.63538 2.83132
C34 3.14776 -2.33389 2.27285
C35 1.67649 -4.76248 4.71587
C36 1.29729 -4.73056 6.18813
H79 5.37536 -4.28248 4.01043
H80 4.36250 -5.41591 4.84719
H81 5.44775 -4.31728 5.75401
H82 3.44453 -3.15635 6.09475
H83 4.06788 -2.42616 4.71012
H84 3.29944 -4.47148 2.57362
H85 1.61781 -3.82380 2.48231
H86 2.77345 -2.28972 1.24504
H87 2.69249 -1.44687 2.72377
H88 4.22341 -2.20075 2.39528
H89 2.28818 -5.64884 4.49546
H90 0.77917 -4.89262 4.10801
H91 2.12724 -4.67275 6.89106
H92 0.77104 -5.63350 6.50851
H93 0.59400 -3.91960 6.38561
C37 -4.83264 -0.73487 -0.39235
C38 -5.11306 -0.37293 1.06979
N10 -6.52466 -0.57026 1.40660
C39 -7.02893 -1.92978 1.10911
C40 -6.55938 -3.07563 2.03622
C41 -6.89505 -0.18291 2.77137
C42 -8.34416 0.34188 2.81031
H94 -5.60205 -0.34795 -1.06726
H95 -4.88019 -1.81749 -0.48720
H96 -3.92122 -0.30547 -0.81005
H97 -4.46167 -0.96280 1.72680
H98 -4.89314 0.68715 1.21436
H99 -8.11803 -1.96282 1.06757
H100 -6.77431 -2.19614 0.08307
H101 -5.73356 -3.63118 1.58797
H102 -6.23630 -2.79042 3.03333
H103 -7.41642 -3.74796 2.08809
H104 -6.16896 0.55708 3.12003
H105 -6.75417 -0.95685 3.53390
H106 -8.48124 1.10018 2.03769
H107 -8.46681 0.85143 3.76583
H108 -9.02650 -0.46995 2.57548
C43 -0.73275 -3.65509 -6.33915
C44 -0.59757 -2.16715 -5.99993
N11 -1.12213 -1.82594 -4.66655
C45 -0.84013 -0.37097 -4.45322
C46 0.61697 0.07495 -4.60629
C47 -2.51273 -2.10723 -4.36395
C48 -2.83713 -1.97090 -2.86173
H109 0.00532 -4.18312 -5.72683
H110 -0.39706 -3.84595 -7.35841
H111 -1.71547 -4.07585 -6.14811
H112 0.47388 -2.01590 -6.13456
H113 -1.06007 -1.48168 -6.72253
H114 -1.50789 0.15461 -5.15075
H115 -1.24609 -0.07953 -3.48243
H116 0.67927 1.12403 -4.30393
H117 1.26684 -0.37745 -3.85059
H118 1.00136 -0.02868 -5.61573
H119 -2.77557 -3.10932 -4.70062
H120 -3.22789 -1.44707 -4.87245
H121 -3.58168 -2.68101 -2.51304
H122 -3.08379 -0.94682 -2.58212
H123 -1.91897 -2.14091 -2.28497
C49 7.31403 4.56874 1.91315
C50 7.21599 3.08901 2.33713
N12 6.01344 2.40116 1.84439
C51 6.04820 0.94257 2.10421
C52 6.83528 0.20180 0.97776
C53 4.80667 2.95495 2.52416
C54 4.74551 2.80540 4.06169
H124 6.77929 5.22844 2.58862
H125 6.96986 4.67369 0.87854
H126 8.34331 4.90544 1.78738
H127 8.02316 2.49479 1.89621
H128 7.31039 2.92638 3.41618
H129 5.08114 0.45931 1.97692
H130 6.50200 0.79817 3.08725
H131 7.85858 0.50099 0.72929
H132 6.29947 0.13649 0.03309
H133 6.97488 -0.80975 1.37221
H134 4.65161 3.98587 2.20352
H135 3.98780 2.38659 2.07758
H136 5.37763 1.96776 4.36681
H137 5.01473 3.67561 4.65653
H138 3.75624 2.49220 4.39313
C55 1.04168 -5.07983 -0.51472
C56 1.74629 -5.86767 -1.64284
N13 0.99206 -5.90350 -2.90155
C57 1.73632 -6.64547 -3.93066
C58 3.14806 -6.15524 -4.25269
C59 -0.31559 -6.57685 -2.67178
C60 -1.26424 -6.33459 -3.82246
H139 0.46566 -5.81342 0.04774
H140 0.58246 -4.12640 -0.74477
H141 1.82511 -4.89689 0.22997
H142 2.79204 -5.54783 -1.71714
H143 1.96193 -6.89318 -1.29900
H144 1.78193 -7.72427 -3.72506
H145 1.13456 -6.60033 -4.83624
H146 3.34312 -6.50124 -5.26842
H147 3.21615 -5.07862 -4.08442
H148 3.97116 -6.61939 -3.70573
H149 -0.78776 -6.27743 -1.73896
H150 -0.11281 -7.65154 -2.57766
H151 -1.59371 -5.29379 -3.87296
H152 -2.15803 -6.95263 -3.70182
H153 -0.93596 -6.57439 -4.83312

The HOMO-LUMO gap comes out at 5.745 eV. The net charge is +2. The molecular weight is 1121.0 g mol⁻¹. The HOMO energy comes out at -10.9 eV.